[1]
{"formula": "C26H31N6O4SSbTl", "method": "ωB97M-V/def2-TZVPD", "max_force_ev_per_a": 0.7, "charge": 3, "e_tot_ev": -66630.284, "symbols": ["Tl", "C", "C", "C", "C", "C", "C", "N", "Sb", "C", "C", "C", "C", "C", "C", "N", "C", "C", "C", "C", "C", "C", "N", "H", "H", "H", "H", "H", "H", "H", "H", "H", "H", "H", "H", "H", "H", "H", "H", "H", "H", "C", "C", "S", "O", "O", "C", "C", "N", "C", "N", "C", "C", "N", "O", "O", "C", "H", "H", "H", "H", "H", "H", "H", "H", "H", "H", "H", "H", "H"], "coordinates": [[-0.0365, -0.8404, 0.3742], [-0.0460, 1.0504, 3.4330], [-0.1983, 2.1482, 2.4231], [-0.1134, 3.4856, 2.8120], [-0.2394, 4.4902, 1.8739], [-0.4754, 4.1501, 0.5452], [-0.5371, 2.8025, 0.2503], [-0.3941, 1.8221, 1.1343], [-1.0581, 2.2446, -1.7834], [-2.7305, 0.8616, -1.6689], [-3.9153, 1.1608, -2.3079], [-4.9114, 0.1963, -2.1842], [-4.6653, -0.9540, -1.4583], [-3.4295, -1.1542, -0.8438], [-3.1321, -2.3782, -0.0368], [-2.4690, -0.2168, -0.9698], [0.5999, 1.1428, -2.6476], [1.2888, 1.6725, -3.7214], [2.2949, 0.8789, -4.2646], [2.5193, -0.3821, -3.7437], [1.7615, -0.8423, -2.6678], [1.9759, -2.2023, -2.0755], [0.8180, -0.0536, -2.1189], [-0.4636, 1.3448, 4.3939], [1.0146, 0.8417, 3.6025], [-0.5376, 0.1335, 3.1115], [0.0271, 3.7262, 3.8579], [-0.1785, 5.5303, 2.1679], [-0.6306, 4.9081, -0.2112], [-4.0627, 2.0753, -2.8642], [-5.8721, 0.3532, -2.6576], [-5.4334, -1.7092, -1.3591], [-3.9756, -3.0635, -0.0449], [-2.9287, -2.1116, 1.0029], [-2.2648, -2.9074, -0.4375], [1.0530, 2.6469, -4.1274], [2.8836, 1.2427, -5.0972], [3.2721, -1.0273, -4.1772], [2.5658, -2.8301, -2.7390], [1.0250, -2.7023, -1.8896], [2.5135, -2.1218, -1.1262], [6.5088, 5.5896, 0.9047], [7.5252, 4.8697, 1.7728], [7.5841, 3.1130, 1.4344], [7.1972, 2.8726, 0.0589], [8.7939, 2.5523, 1.9544], [6.2181, 2.3697, 2.3835], [6.1494, 0.9358, 1.8568], [4.7932, 0.3433, 1.9227], [3.8542, 0.4335, 0.9026], [2.7549, -0.3243, 1.1575], [2.9909, -0.9104, 2.3140], [4.2738, -0.4863, 2.8091], [4.8556, -0.8303, 4.1004], [4.3555, -1.7988, 4.6178], [5.7270, -0.1092, 4.5132], [4.0774, 1.2274, -0.3065], [6.6070, 6.6627, 1.0646], [5.4815, 5.3129, 1.1503], [6.6927, 5.3966, -0.1494], [7.3343, 4.9525, 2.8437], [8.5522, 5.1713, 1.5596], [5.3301, 2.9613, 2.1513], [6.4549, 2.4047, 3.4444], [6.8364, 0.3083, 2.4147], [6.4405, 0.9208, 0.8064], [2.3176, -1.6175, 2.7800], [4.8892, 0.7879, -0.9001], [4.3925, 2.2470, -0.0638], [3.1674, 1.2437, -0.9031]], "atomic_forces_ev_per_a": [[-0.43, -0.14, -0.10], [0.05, 0.01, -0.04], [0.05, 0.05, -0.11], [-0.05, 0.01, 0.03], [-0.01, 0.09, 0.03], [-0.02, -0.12, 0.05], [-0.13, 0.10, -0.36], [0.05, -0.10, -0.02], [0.04, -0.48, 0.28], [0.19, 0.55, -0.24], [0.05, -0.21, 0.13], [-0.09, 0.11, -0.09], [0.00, -0.08, 0.05], [-0.07, 0.21, -0.13], [0.03, 0.05, 0.00], [0.17, -0.28, 0.23], [-0.26, 0.28, 0.05], [0.00, -0.11, 0.10], [0.02, 0.05, -0.08], [0.01, -0.05, -0.03], [-0.04, 0.16, 0.01], [0.00, 0.07, 0.01], [0.07, -0.08, 0.10], [-0.03, -0.01, 0.00], [-0.02, -0.02, 0.01], [-0.03, 0.02, 0.02], [0.02, 0.00, -0.01], [-0.02, -0.01, 0.01], [0.05, 0.01, 0.00], [-0.02, 0.00, -0.02], [-0.01, -0.04, 0.01], [0.00, 0.01, 0.00], [0.01, -0.02, 0.01], [-0.02, -0.01, 0.00], [-0.02, -0.02, -0.01], [0.03, 0.01, 0.00], [-0.02, -0.03, -0.02], [0.00, 0.01, 0.00], [0.00, -0.01, 0.01], [0.00, -0.01, -0.04], [0.00, -0.03, 0.00], [0.05, 0.21, 0.04], [-0.17, -0.49, -0.18], [0.03, 0.16, -0.07], [-0.02, 0.03, 0.04], [-0.10, -0.05, 0.00], [0.14, 0.08, -0.18], [0.28, 0.29, 0.17], [0.05, -0.22, -0.10], [-0.05, 0.05, -0.26], [0.67, 0.28, 0.18], [-0.16, -0.17, -0.01], [-0.17, 0.03, 0.16], [0.00, -0.09, 0.09], [-0.02, -0.05, -0.06], [0.07, 0.07, 0.01], [-0.15, 0.03, -0.03], [-0.04, 0.00, 0.05], [0.02, -0.03, 0.00], [-0.02, -0.05, 0.01], [0.14, 0.12, 0.02], [0.01, 0.09, 0.10], [-0.06, -0.09, 0.07], [-0.09, 0.04, 0.02], [-0.09, -0.14, -0.01], [-0.09, -0.06, -0.02], [0.08, 0.05, 0.13], [0.03, 0.05, 0.03], [0.11, -0.04, -0.02], [0.02, -0.02, 0.01]], "nbo_charge": [0.810, -0.646, 0.245, -0.213, -0.115, -0.254, -0.096, -0.540, 1.503, -0.055, -0.262, -0.103, -0.201, 0.253, -0.655, -0.530, -0.084, -0.268, -0.110, -0.217, 0.237, -0.654, -0.552, 0.269, 0.217, 0.224, 0.253, 0.261, 0.250, 0.255, 0.264, 0.257, 0.264, 0.236, 0.232, 0.254, 0.263, 0.256, 0.264, 0.241, 0.225, -0.621, -0.650, 2.168, -0.969, -0.897, -0.684, -0.257, -0.306, 0.583, -0.480, 0.117, 0.371, 0.495, -0.262, -0.286, -0.708, 0.253, 0.192, 0.244, 0.251, 0.284, 0.227, 0.274, 0.283, 0.271, 0.271, 0.304, 0.294, 0.261]}

=====

[2]
{"formula": "C31H40N3O5PSbSe4W", "method": "ωB97M-V/def2-TZVPD", "max_force_ev_per_a": 3.6, "charge": -1, "e_tot_ev": -326544.928, "symbols": ["W", "C", "O", "C", "C", "C", "C", "C", "C", "N", "N", "C", "O", "C", "C", "C", "C", "C", "C", "C", "O", "H", "H", "H", "H", "H", "H", "H", "H", "H", "H", "H", "H", "Se", "Sb", "Se", "Se", "Se", "N", "C", "C", "O", "O", "H", "H", "H", "H", "H", "C", "C", "C", "C", "P", "C", "C", "C", "C", "C", "C", "C", "C", "C", "C", "H", "H", "H", "H", "H", "H", "H", "H", "H", "H", "H", "H", "H", "H", "H", "H", "H", "H", "H", "H", "H", "H", "H"], "coordinates": [[1.5747, 0.5070, -0.5335], [2.9233, -2.7295, 3.2540], [3.3015, -1.5801, 2.4961], [2.9818, -0.3901, 2.9810], [3.5547, 0.1344, 4.1165], [3.2239, 1.4280, 4.5418], [2.3653, 2.2003, 3.7943], [1.8055, 1.7005, 2.6149], [0.9917, 2.5394, 1.7435], [0.6931, 2.1250, 0.6219], [-0.1372, 2.8867, -0.1852], [-0.4899, 2.1805, -1.1953], [-0.1269, 0.9108, -1.3005], [-1.3827, 2.7279, -2.2512], [-1.6888, 4.0772, -2.2960], [-2.4661, 4.5774, -3.3346], [-2.9601, 3.7266, -4.3137], [-2.6746, 2.3680, -4.2530], [-1.8757, 1.8713, -3.2232], [2.0675, 0.3788, 2.2437], [1.4410, -0.1912, 1.2164], [3.5428, -3.5388, 2.8896], [1.8732, -2.9598, 3.0764], [3.0851, -2.5667, 4.3234], [4.2918, -0.4577, 4.6495], [3.6658, 1.8311, 5.4470], [2.1344, 3.2202, 4.0915], [0.6558, 3.5293, 2.0454], [-1.2957, 4.7257, -1.5220], [-2.6782, 5.6404, -3.3875], [-3.5654, 4.1236, -5.1222], [-3.0668, 1.6925, -5.0054], [-1.6365, 0.8158, -3.1536], [4.2589, -1.5617, -3.2839], [3.3760, -1.4140, -0.9380], [3.6486, 1.5996, -0.3370], [0.8230, -1.7943, -1.3048], [4.6513, -3.2904, -0.0478], [1.5730, -0.5724, -4.7375], [1.5225, 0.9226, -4.7914], [1.7073, 1.4379, -3.3779], [1.4856, 2.6063, -3.0731], [2.0538, 0.4776, -2.6177], [1.3691, -1.0149, -5.6249], [0.9386, -0.9317, -4.0124], [2.5775, -0.9476, -4.3507], [0.5784, 1.2747, -5.1959], [2.3318, 1.2915, -5.4198], [-1.6153, -0.3643, 1.7002], [-2.3823, -1.6838, 1.5325], [-3.5010, -1.7347, 2.5790], [-1.4073, -2.8380, 1.7893], [-2.8195, -1.7125, -0.3061], [-3.0770, -3.4982, -0.6877], [-2.4476, -3.9596, -1.8469], [-2.5966, -5.2788, -2.2752], [-3.3683, -6.1638, -1.5364], [-3.9797, -5.7300, -0.3633], [-3.8368, -4.4112, 0.0539], [-4.5545, -1.0109, -0.5863], [-5.7520, -1.7440, 0.0282], [-4.5308, 0.4531, -0.1355], [-4.7131, -1.0432, -2.1147], [-1.0625, -0.3482, 2.6476], [-2.3078, 0.4903, 1.6780], [-0.8906, -0.2053, 0.9043], [-3.0441, -1.6865, 3.5767], [-4.0797, -2.6608, 2.5308], [-4.1872, -0.8893, 2.4941], [-0.8635, -2.6518, 2.7229], [-0.6738, -2.9411, 0.9826], [-1.9310, -3.7933, 1.8805], [-1.8093, -3.2777, -2.3996], [-2.0931, -5.6134, -3.1764], [-3.4951, -7.1890, -1.8679], [-4.5602, -6.4246, 0.2345], [-4.3268, -4.0947, 0.9672], [-5.6728, -1.8488, 1.1113], [-5.8681, -2.7382, -0.4098], [-6.6705, -1.1759, -0.1855], [-4.5277, 0.5484, 0.9529], [-5.4176, 0.9773, -0.5168], [-3.6432, 0.9684, -0.5207], [-4.5956, -2.0583, -2.5066], [-3.9683, -0.4014, -2.5999], [-5.7131, -0.6818, -2.3931]], "atomic_forces_ev_per_a": [[1.64, -0.07, -0.71], [0.07, 0.23, -0.07], [0.30, -1.23, -0.27], [-0.53, 0.78, 0.42], [0.07, 0.42, 0.26], [0.11, -0.11, 0.14], [-0.02, 0.29, 0.03], [0.00, 0.40, -0.07], [0.87, 0.54, 3.38], [-0.69, -0.52, -3.47], [-0.19, 0.72, 0.44], [-0.60, -0.18, -0.13], [-2.08, 1.19, -1.24], [0.27, -0.30, 0.30], [-0.09, 0.36, -0.07], [0.09, 0.07, 0.20], [0.00, -0.11, -0.03], [0.16, -0.09, 0.21], [-0.28, -0.09, -0.33], [-0.45, 0.23, 0.48], [0.61, -0.86, 1.51], [0.05, -0.12, -0.07], [-0.12, -0.01, -0.03], [0.05, 0.01, -0.03], [-0.09, 0.04, 0.00], [-0.01, -0.05, -0.10], [0.05, -0.10, -0.01], [-0.08, -0.07, 0.19], [-0.01, 0.00, -0.10], [0.00, -0.09, 0.05], [0.04, -0.05, 0.06], [0.02, 0.03, 0.04], [-0.01, 0.02, -0.04], [-0.09, 0.25, -0.09], [1.12, -2.57, -1.35], [0.41, 0.72, -0.08], [-0.05, -0.82, -0.14], [-0.27, 0.38, 0.42], [0.37, 0.06, 0.12], [0.26, -0.33, -0.30], [-0.04, 0.66, 0.33], [0.04, -0.48, -0.47], [-0.38, 0.62, 0.53], [-0.03, -0.01, -0.14], [0.01, 0.02, 0.11], [-0.14, 0.28, 0.11], [-0.13, -0.04, -0.01], [0.05, -0.11, -0.05], [-0.22, 0.41, 0.04], [-0.02, 0.12, 0.05], [0.08, -0.03, 0.01], [0.05, -0.19, -0.14], [-0.10, -0.17, -0.02], [-0.10, -0.08, -0.06], [-0.03, -0.17, 0.05], [0.01, 0.13, 0.07], [-0.03, 0.07, 0.02], [0.08, 0.12, 0.01], [0.02, -0.08, -0.12], [0.02, -0.10, 0.02], [-0.01, 0.10, -0.02], [-0.01, 0.09, -0.02], [0.01, 0.11, -0.09], [-0.15, 0.00, 0.00], [0.15, -0.12, 0.09], [-0.13, -0.20, 0.04], [-0.05, 0.00, -0.08], [0.05, 0.07, 0.00], [0.03, -0.07, 0.00], [-0.05, 0.00, -0.06], [0.02, 0.10, 0.11], [0.02, 0.06, 0.02], [-0.04, -0.02, 0.00], [-0.04, 0.03, 0.07], [0.05, 0.05, 0.04], [0.00, 0.05, -0.05], [0.03, -0.01, -0.05], [-0.01, 0.01, -0.08], [0.01, 0.05, 0.05], [0.13, -0.09, 0.02], [-0.02, 0.00, -0.06], [0.09, -0.07, 0.05], [-0.09, -0.03, 0.01], [-0.05, 0.07, 0.02], [-0.10, -0.09, 0.07], [0.13, -0.03, 0.04]], "mulliken_charge": [-1.530, -0.698, -0.094, -0.167, -0.430, -0.748, -1.051, 0.883, -0.263, 1.167, -1.530, 0.695, 0.925, 0.229, -0.266, -0.710, -0.453, -1.343, -0.055, 0.396, 0.570, 0.210, 0.093, 0.409, 0.560, 0.371, 0.418, 0.399, 0.467, 0.392, 0.404, 0.428, 0.826, -0.795, 0.451, -0.291, -0.473, -0.689, -0.014, -0.827, 1.053, -0.695, 0.065, 0.387, 0.030, -0.154, 0.324, 0.334, -2.439, 2.417, -1.951, -1.898, 0.445, 0.383, -0.192, -0.639, -0.566, -0.723, -0.292, 2.005, -1.856, -1.959, -1.663, 0.684, 0.168, 0.524, 0.499, 0.253, 0.346, 0.532, 0.268, 0.393, 0.347, 0.417, 0.371, 0.418, 0.211, 0.253, 0.352, 0.551, 0.240, 0.536, 0.341, 0.359, 0.154, 0.504]}

=====

[3]
{"formula": "C7H13INO2", "method": "ωB97M-V/def2-TZVPD", "max_force_ev_per_a": 10.6, "charge": 1, "e_tot_ev": -21145.953, "symbols": ["C", "C", "C", "C", "C", "C", "C", "N", "O", "O", "I", "H", "H", "H", "H", "H", "H", "H", "H", "H", "H", "H", "H", "H"], "coordinates": [[1.5466, 1.4342, -3.1179], [1.7013, 0.7395, -1.9717], [-0.1696, -0.0648, 0.9973], [-1.1994, -0.7047, 3.3862], [0.9349, -0.5574, -1.6557], [0.1349, -1.1845, 3.0034], [-0.3702, -0.3474, -0.9491], [-1.0242, 0.8895, -1.3250], [-0.6929, 1.0492, 1.1708], [0.3362, -1.0136, 1.5199], [-1.7563, -2.0155, -1.0154], [2.0513, 2.3826, -3.2790], [0.7872, 1.1635, -3.9620], [2.4512, 1.1717, -1.3252], [-1.6207, -1.0955, 4.2750], [-1.2548, 0.3257, 3.2542], [-1.9220, -1.0298, 2.5965], [0.8080, -0.9838, -2.6770], [1.4378, -1.2361, -1.0355], [0.2616, -2.2856, 3.1039], [0.9365, -0.6015, 3.3122], [-2.0185, 0.9293, -1.7433], [-0.9456, 1.5649, -0.5191], [-0.4132, 1.4700, -2.0436]], "atomic_forces_ev_per_a": [[-1.80, -0.62, -0.67], [-0.10, 0.32, -0.90], [-3.72, 6.42, -7.58], [-1.51, -1.01, -2.08], [-0.03, 1.24, -2.17], [-0.15, -2.15, -0.61], [-0.45, -0.55, 3.04], [-0.52, 3.43, -2.61], [1.70, -2.70, 1.46], [1.15, -3.24, 2.07], [0.54, 0.57, -0.15], [0.15, -0.26, 0.03], [1.50, 0.18, 1.58], [-0.05, -0.32, 0.59], [0.11, -0.16, 1.15], [-0.12, 1.90, 0.76], [0.39, -0.28, 0.48], [-0.24, -0.23, 0.81], [1.25, -0.99, 0.54], [0.20, 0.98, 0.19], [1.45, 0.61, 1.48], [1.80, -0.65, 1.18], [-0.65, -0.85, 0.30], [-0.88, -1.64, 1.09]], "nbo_charge": [-0.390, -0.207, 0.914, -0.673, -0.537, -0.048, -0.085, -0.811, -0.636, -0.455, 0.201, 0.232, 0.205, 0.231, 0.263, 0.243, 0.223, 0.243, 0.254, 0.228, 0.208, 0.464, 0.472, 0.462]}

=====

[4]
{"formula": "C4H14NO2S", "method": "ωB97M-V/def2-TZVPD", "max_force_ev_per_a": 2.2, "charge": -1, "e_tot_ev": -20795.852, "symbols": ["C", "N", "C", "C", "S", "C", "H", "H", "H", "H", "H", "H", "H", "H", "H", "H", "H", "H", "O", "H", "H", "O"], "coordinates": [[0.5481, 1.3761, -2.9740], [0.6034, 0.1042, -2.3201], [-0.3239, -0.1026, -1.2176], [0.3126, -1.1707, -0.2814], [1.4767, -0.4782, 0.9689], [-1.6976, -0.5959, -1.6764], [0.8175, 2.1658, -2.2441], [1.2352, 1.4154, -3.8237], [-0.4824, 1.6998, -3.2635], [0.5339, -0.6703, -2.9646], [-0.2651, 0.7193, -0.4784], [-0.3295, -1.8766, 0.2373], [0.9967, -1.8173, -0.8419], [-1.8141, -0.4688, -2.7628], [-2.5082, 0.0433, -1.3283], [-1.8544, -1.6141, -1.3250], [-0.9206, -0.5059, 3.1520], [0.0265, -1.6391, 2.9456], [-0.7989, -1.4343, 3.3910], [-0.8596, 2.5003, 1.4714], [-0.3904, 1.9563, 2.9072], [-1.0477, 2.4958, 2.4229]], "atomic_forces_ev_per_a": [[-0.76, 0.95, 0.60], [0.35, 0.11, 0.22], [0.90, -1.42, 1.38], [1.71, -0.45, 0.20], [-0.37, 0.26, 0.30], [-0.53, 1.19, -0.30], [0.31, -0.40, -0.32], [-0.19, 0.04, 0.06], [0.31, -0.29, -0.43], [-0.02, 0.01, -0.07], [-0.61, 0.40, -1.06], [-0.81, 0.37, -0.08], [-0.34, -0.02, -0.54], [0.25, -0.56, 0.05], [-0.15, -0.12, 0.54], [-0.20, -0.01, -0.36], [0.05, -0.22, -0.11], [0.55, 0.09, -0.47], [-0.57, 0.17, 0.44], [0.46, -0.51, 0.65], [-0.23, 0.30, -1.13], [-0.12, 0.11, 0.43]], "nbo_charge": [-0.399, -0.618, -0.119, -0.519, -0.746, -0.639, 0.192, 0.188, 0.136, 0.342, 0.217, 0.186, 0.191, 0.191, 0.204, 0.214, 0.469, 0.496, -0.981, 0.484, 0.488, -0.977]}

=====

[5]
{"formula": "C3H6N2O", "method": "ωB97M-V/def2-TZVPD", "max_force_ev_per_a": 1.7, "smiles": "N#C[C@@H](N)CO", "e_tot_ev": -8233.518, "symbols": ["N", "C", "C", "O", "C", "N", "H", "H", "H", "H", "H", "H"], "coordinates": [[0.5103, 1.1534, 0.6922], [0.3901, -0.1561, 0.1952], [-0.9301, -0.4501, -0.4883], [-1.9933, -0.4642, 0.4228], [1.4581, -0.4247, -1.0859], [2.1697, -1.1785, -0.5360], [1.3098, 1.2813, 1.3024], [0.5298, 1.8381, -0.0561], [0.5613, -0.8723, 1.0077], [-1.0566, 0.2883, -1.2957], [-0.8665, -1.4446, -0.9385], [-2.0827, 0.4295, 0.7801]], "atomic_forces_ev_per_a": [[0.02, 0.18, -0.08], [-0.39, 0.13, 0.01], [0.02, -0.04, -0.30], [-0.16, 0.27, 0.14], [0.39, -0.78, 1.48], [0.47, 0.15, -1.10], [-0.17, -0.01, -0.13], [0.01, 0.02, 0.17], [0.01, 0.21, -0.39], [-0.13, -0.13, 0.11], [-0.08, 0.18, 0.04], [0.00, -0.17, 0.04]], "nbo_charge": [-0.805, -0.003, -0.081, -0.699, 0.055, -0.288, 0.385, 0.373, 0.226, 0.164, 0.201, 0.474]}

=====

[6]
{"formula": "C2H3PS3", "method": "ωB97M-V/def2-TZVPD", "max_force_ev_per_a": 2.6, "e_tot_ev": -43912.340, "symbols": ["C", "C", "P", "S", "S", "S", "H", "H", "H"], "coordinates": [[1.1127, -0.3930, 1.3101], [1.3298, 0.8857, 1.4465], [-0.7441, -1.6650, -1.9942], [0.1656, -1.4952, 0.5890], [-1.5488, 1.1374, -0.0591], [-0.3153, 1.9365, 1.1635], [2.1405, 1.4663, 2.0390], [-2.1155, -1.3341, -2.1056], [-0.0249, -0.5386, -2.3891]], "atomic_forces_ev_per_a": [[-1.85, -0.53, -1.68], [0.26, 1.59, 1.43], [0.27, -1.65, -0.02], [1.42, 0.64, 1.16], [0.37, -0.22, 0.27], [1.47, -0.24, 0.29], [-1.70, -1.11, -1.28], [0.17, 0.82, -0.05], [-0.42, 0.70, -0.13]], "nbo_charge": [-0.146, -0.496, 0.091, 0.199, -0.144, 0.281, 0.276, -0.033, -0.028]}